C6H11N2O2 | the ωB97M-V functional and the def2-TZVPD basis

The calculation puts the HOMO energy at -12.3 eV. The electronic energy comes out at -13466.91629 eV. The molar mass comes out at 143.2 g mol⁻¹. The value obtained for the lowest unoccupied orbital energy is -3.14 eV. The calculation puts the energy relative to the best compared isomer or geometry (same formula, charge and spin) at 310.4 kJ/mol. The gap between HOMO and LUMO comes out at 9.200 eV.

Geometry as ORCA input:
```
! wB97M-V def2-TZVPD RIJCOSX def2/J DEFGRID3
* xyz 1 1
C -3.95 -0.09 0.23
C -2.47 -0.06 0.04
O -1.82 -1.28 -0.06
C -1.73 1.04 -0.02
C 0.02 0.79 -0.23
C 1.30 -0.40 0.04
O 0.96 -1.64 -0.14
N 2.42 0.03 0.38
C 3.68 0.11 0.56
N 4.58 0.19 -0.39
H -4.25 0.68 0.93
H -4.28 -1.06 0.60
H -4.46 0.10 -0.72
H -2.45 -2.00 0.06
H -1.98 2.07 0.01
H 0.10 0.88 -1.31
H 0.43 1.69 0.22
H -0.02 -1.72 -0.25
H 4.03 0.22 1.58
H 5.56 0.35 -0.17
H 4.33 0.09 -1.37
*
```

These are the Mulliken partial charges, in e, on atoms 1 to 8: atom 1 (C): -1.34, atom 2 (C): 0.69, atom 3 (O): -0.52, atom 4 (C): -0.49, atom 5 (C): -0.81, atom 6 (C): 0.42, atom 7 (O): -0.46, atom 8 (N): -0.14